Entry A
DFT (ωB97M-V/def2-TZVPD) results for a cluster of 3 separate species, C3H10NO in total.

Geometry as XYZ:
```
15
Properties=species:S:1:pos:R:3
C 2.17 0.58 -0.87
C 0.85 0.01 -0.81
C 0.04 0.11 0.37
N -1.19 -0.18 0.56
H 2.31 0.98 0.15
H 3.00 -0.14 -0.96
H 2.22 1.48 -1.48
H 0.17 -0.25 -1.64
H 0.57 0.38 1.29
H -1.70 -0.27 -0.33
H -1.35 -2.66 -2.58
H -1.84 -2.11 -2.60
H -1.58 0.56 2.18
H -2.24 0.74 3.61
O -1.42 0.76 3.11
```

Properties
Net charge: +1
Orbital gap: 0.199 Eh
E_HOMO: -14.26 eV


Entry B
DFT (ωB97M-V/def2-TZVPD) results for a cluster of 2 separate species, C3H10NO in total.

Geometry as XYZ:
```
15
Properties=species:S:1:pos:R:3
C 0.60 -2.36 -0.70
O 1.08 -1.04 -0.80
H -0.15 -2.51 -1.42
H 0.17 -2.62 0.27
H 1.38 -3.08 -0.93
H 2.04 -1.12 -0.74
C -1.45 1.33 -0.22
C 0.22 1.69 1.50
N -0.13 1.11 0.44
H -2.17 0.63 0.20
H -1.67 2.39 -0.15
H -1.27 1.15 -1.29
H -0.43 2.36 2.04
H 1.22 1.54 1.89
H 0.55 0.53 -0.09
```

Properties
Net charge: +1
Orbital gap: 0.373 Eh
E_HOMO: -14.90 eV


Most stable one: entry B, least stable one: entry A.


Entry A
DFT (ωB97M-V/def2-TZVPD) results for a cluster of 2 separate species, C3H10NO in total.

Geometry as XYZ:
```
15
Properties=species:S:1:pos:R:3
C 0.20 -0.99 0.12
O -0.33 0.18 0.70
C -0.79 -1.42 -0.89
C -0.93 -0.82 -2.17
N 1.53 2.43 1.80
H 0.33 -1.73 0.91
H 1.17 -0.74 -0.31
H -1.28 0.25 0.54
H -1.32 -2.33 -0.60
H -1.54 -1.43 -2.84
H -1.38 0.17 -2.07
H 0.08 -0.64 -2.57
H 2.46 2.72 1.57
H 1.39 2.47 2.80
H 1.37 1.48 1.50
```

Properties
Net charge: +1
Orbital gap: 0.165 Eh
E_HOMO: -12.51 eV


Entry B
DFT (ωB97M-V/def2-TZVPD) results for a cluster of 2 separate species, C3H10NO in total.

Geometry as XYZ:
```
15
Properties=species:S:1:pos:R:3
C 0.41 1.64 -2.03
C 0.53 -1.02 0.69
C 0.03 -0.85 2.02
O -1.17 -1.55 2.20
N -0.67 0.82 -1.50
H 1.36 1.46 -1.55
H 0.57 1.36 -3.08
H -0.14 -1.51 -0.01
H 1.59 -1.06 0.46
H 0.71 -1.34 2.75
H -0.24 0.15 2.37
H -1.11 -2.39 1.73
H 0.19 2.71 -2.01
H -0.51 0.32 -0.63
H -1.57 1.27 -1.44
```

Properties
Net charge: +1
Orbital gap: 0.178 Eh
E_HOMO: -13.32 eV


Most stable one: entry A, least stable one: entry B.


Entry A
DFT (ωB97M-V/def2-TZVPD) results for a cluster of 2 separate species, C3H10NO in total.

Geometry as XYZ:
```
15
Properties=species:S:1:pos:R:3
C -1.36 2.46 -0.22
C 0.63 -1.15 -0.73
C 0.45 -2.19 0.25
O 1.84 -2.50 0.80
N -0.32 1.65 0.39
H -1.41 3.47 0.25
H -2.38 1.99 -0.16
H 1.39 -0.36 -0.62
H 0.43 -1.42 -1.80
H 0.08 -3.07 -0.27
H -0.22 -2.15 1.13
H 2.44 -1.73 0.78
H -1.02 2.60 -1.26
H -0.19 0.68 0.07
H -0.37 1.71 1.40
```

Properties
Net charge: +1
Orbital gap: 0.178 Eh
E_HOMO: -13.49 eV


Entry B
DFT (ωB97M-V/def2-TZVPD) results for a cluster of 2 separate species, C3H10NO in total.

Geometry as XYZ:
```
15
Properties=species:S:1:pos:R:3
O -3.13 -1.24 -0.19
C -2.05 -0.55 0.39
C -0.76 -1.28 -0.12
N 0.30 -0.46 0.22
C 2.81 1.74 -0.22
H -3.87 -0.62 -0.19
H -2.02 -0.66 1.49
H -2.03 0.52 0.18
H -0.68 -2.32 0.22
H -0.82 -1.32 -1.24
H 1.15 -1.01 0.45
H 3.55 1.47 -0.97
H 2.33 2.64 -0.62
H 1.96 1.06 -0.15
H 3.27 2.01 0.72
```

Properties
Net charge: +1
Orbital gap: 0.225 Eh
E_HOMO: -15.78 eV


Most stable one: entry A, least stable one: entry B.


Entry A
DFT (ωB97M-V/def2-TZVPD) results for a cluster of 2 separate species, C3H10NO in total.

Geometry as XYZ:
```
15
Properties=species:S:1:pos:R:3
C 0.75 1.64 -1.83
O -0.18 1.40 -0.74
H 0.22 1.79 -2.75
H 1.46 2.42 -1.56
H 1.37 0.74 -1.88
H -0.63 2.22 -0.57
C -0.03 -1.64 1.23
C -0.77 -2.13 0.24
N -0.19 -0.20 1.56
H 0.57 -2.16 1.96
H -0.49 -3.03 -0.28
H -1.54 -1.52 -0.22
H -1.09 0.21 1.30
H -0.01 0.01 2.53
H 0.55 0.26 1.03
```

Properties
Net charge: +1
Orbital gap: 0.416 Eh
E_HOMO: -14.79 eV


Entry B
DFT (ωB97M-V/def2-TZVPD) results for a cluster of 2 separate species, C3H10NO in total.

Geometry as XYZ:
```
15
Properties=species:S:1:pos:R:3
C -1.12 1.08 -0.45
C -1.63 2.27 -0.25
N -1.26 0.00 0.55
H -0.59 0.77 -1.34
H -1.52 3.01 -1.02
H -2.15 2.53 0.66
H -0.43 -0.60 0.59
H -1.41 0.38 1.49
H -2.07 -0.60 0.35
C 1.78 -1.25 0.03
O 2.99 -1.94 0.02
H 0.92 -1.95 0.03
H 1.76 -0.66 0.95
H 1.67 -0.55 -0.81
H 3.05 -2.47 -0.79
```

Properties
Net charge: +1
Orbital gap: 0.378 Eh
E_HOMO: -14.07 eV


Most stable one: entry A, least stable one: entry B.


Entry A
DFT (ωB97M-V/def2-TZVPD) results for a cluster of 2 separate species, C3H10NO in total.

Geometry as XYZ:
```
15
Properties=species:S:1:pos:R:3
C -1.03 1.21 0.03
C 1.20 -0.74 1.16
C -0.26 0.15 -0.63
N 1.10 -0.26 -0.26
O -0.42 -0.10 -1.93
H -1.88 1.47 -0.76
H -1.67 0.93 0.95
H -0.52 2.20 0.35
H 0.23 -1.08 1.50
H 1.95 -1.51 1.28
H 1.27 0.20 1.84
H -1.76 -2.02 0.02
H 1.84 0.42 -0.50
H 1.35 -1.02 -0.92
H -1.39 0.15 -2.14
```

Properties
Net charge: +1
Orbital gap (alpha / beta): 0.387 / 0.301 Eh
E_HOMO (alpha / beta): -14.66 / -12.50 eV


Entry B
DFT (ωB97M-V/def2-TZVPD) results for a cluster of 2 separate species, C3H10NO in total.

Geometry as XYZ:
```
15
Properties=species:S:1:pos:R:3
C -2.04 -0.09 -1.11
O -0.68 -0.21 -1.41
H -2.45 -0.94 -0.57
H -2.75 -0.05 -1.94
H -2.23 0.80 -0.50
H -0.34 0.39 -2.06
C 0.53 1.12 1.32
C 1.87 -0.78 0.67
N 0.72 -0.21 0.75
H 0.19 1.05 2.36
H 1.47 1.66 1.21
H -0.12 1.58 0.56
H 2.73 -0.11 0.75
H 1.96 -1.75 0.21
H 0.05 -0.92 0.48
```

Properties
Net charge: +1
Orbital gap: 0.355 Eh
E_HOMO: -14.71 eV


Most stable one: entry B, least stable one: entry A.


Entry A
DFT (ωB97M-V/def2-TZVPD) results for a cluster of 2 separate species, C3H10NO in total.

Geometry as XYZ:
```
15
Properties=species:S:1:pos:R:3
C 0.45 -0.29 -2.03
N 1.25 0.02 -0.82
H -0.51 0.21 -1.96
H 0.40 -1.37 -2.12
H 1.02 0.06 -2.89
H 1.66 0.96 -0.84
H 0.64 0.18 0.01
H 2.01 -0.62 -0.61
C -1.42 -0.79 1.54
C -1.15 0.50 1.42
O 0.18 0.96 1.57
H -0.53 -1.38 1.73
H -2.45 -1.08 1.66
H -1.77 1.24 0.93
H 0.22 1.42 2.42
```

Properties
Net charge: +1
Orbital gap: 0.389 Eh
E_HOMO: -14.01 eV


Entry B
DFT (ωB97M-V/def2-TZVPD) results for a cluster of 3 separate species, C3H10NO in total.

Geometry as XYZ:
```
15
Properties=species:S:1:pos:R:3
C -1.58 0.84 0.97
C -0.36 1.26 1.45
C 0.28 0.51 2.40
O 0.53 -1.19 -0.41
N 0.80 -0.79 -3.36
H -1.94 -0.12 1.34
H -2.25 1.42 0.34
H 0.00 2.26 1.23
H 1.11 0.93 2.96
H -0.13 -0.44 2.72
H 0.11 -0.37 -0.11
H 1.21 -1.32 0.26
H 0.69 -1.30 -2.50
H -0.07 -0.75 -3.88
H 1.58 -1.13 -3.90
```

Properties
Net charge: +1
Orbital gap: 0.126 Eh
E_HOMO: -11.87 eV


Most stable one: entry A, least stable one: entry B.


Entry A
DFT (ωB97M-V/def2-TZVPD) results for the molecule C5H7NS2.

Geometry as XYZ:
```
15
Properties=species:S:1:pos:R:3
C 0.00 -1.23 -0.13
C -1.31 -0.36 0.17
C -1.04 1.08 -0.13
C 0.15 1.56 0.14
C 1.17 -0.63 0.60
H 0.44 -0.05 -2.11
H -0.14 -2.34 0.23
H -1.58 -0.59 1.19
H -2.15 -0.68 -0.50
H -1.77 1.62 -0.68
H 0.45 2.58 -0.02
H 1.93 1.25 1.07
N 1.15 0.72 0.69
S 0.38 -1.38 -1.87
S 2.32 -1.54 1.35
```

Properties
Orbital gap: 0.316 Eh
E_HOMO: -8.42 eV
SMILES: S=C1NC=CC[C@H]1S


Entry B
DFT (ωB97M-V/def2-TZVPD) results for a structure of composition C5H7NS2.

Geometry as XYZ:
```
15
Properties=species:S:1:pos:R:3
C -0.78 -0.64 0.35
C 0.03 -0.32 -1.01
C 0.34 0.16 1.15
C 1.55 -0.64 0.69
C 1.52 -0.91 -0.65
H -2.25 1.20 0.61
H -0.87 -1.77 0.76
H -0.59 -0.46 -1.99
H 0.26 0.21 2.31
H 1.86 -1.31 1.55
H 2.65 0.70 -0.52
H 1.56 -1.92 -0.94
N 2.58 -0.17 -0.20
S -2.57 -0.29 -0.08
S 0.27 1.46 -0.14
```

Properties
Orbital gap: 0.339 Eh
E_HOMO: -8.87 eV


Most stable one: entry A, least stable one: entry B.


Entry A
DFT (ωB97M-V/def2-TZVPD) results for the molecule C5H7NS2.

Geometry as XYZ:
```
15
Properties=species:S:1:pos:R:3
C -2.02 -1.18 -0.10
C -0.92 -0.99 0.95
C 0.35 -0.98 0.21
C 0.50 1.64 -0.22
C 1.83 1.06 -0.52
H -1.98 -2.15 -0.73
H -0.84 0.04 1.43
H -1.04 -1.81 1.69
H -0.13 1.72 -1.12
H 0.63 2.41 0.53
H 2.13 0.76 -1.49
H 2.73 1.44 0.23
N 0.82 0.32 0.22
S -3.06 0.01 -0.52
S 0.99 -2.29 -0.55
```

Properties
Orbital gap: 0.296 Eh
E_HOMO: -8.61 eV
SMILES: S=CCC(=S)N1CC1


Entry B
DFT (ωB97M-V/def2-TZVPD) results for the molecule C5H7NS2.

Geometry as XYZ:
```
15
Properties=species:S:1:pos:R:3
C 0.45 1.15 1.76
C 0.36 0.27 0.41
C 0.06 -1.09 0.62
C 0.01 1.01 -0.85
C -0.53 0.27 -2.05
H 1.42 1.75 1.89
H 0.39 0.59 2.67
H -0.35 1.94 1.70
H 0.28 -1.56 1.68
H -0.26 -1.90 -1.08
H -0.24 -2.98 0.00
H -1.39 0.56 -2.55
N -0.52 -1.96 -0.14
S -0.01 2.64 -1.07
S 0.34 -0.71 -3.01
```

Properties
Orbital gap: 0.264 Eh
E_HOMO: -8.47 eV
SMILES: C/C(=C/N)C(=S)C=S


Most stable one: entry B, least stable one: entry A.